Record 1
{
  "formula": "C5H8O",
  "method": "the ωB97M-V functional and the def2-TZVPD basis",
  "spin_multiplicity": 1,
  "lumo_energy_ev": 0.8,
  "smiles": "C=CC=C.C=O",
  "orbital_gap_ev": 10.03,
  "fmax_ev_per_a": 0.6,
  "e_tot_ev": -7359.89714,
  "symbols": ["C", "C", "C", "O", "C", "C", "H", "H", "H", "H", "H", "H", "H", "H"],
  "positions_angstrom": [[-0.3686, 1.0760, -1.2752], [0.1818, 1.3513, -0.0878], [-1.6907, -1.3259, 0.5149], [-1.0985, -2.3099, 0.1475], [1.6955, -0.5982, 0.2747], [1.3613, 0.6767, 0.4895], [0.0533, 0.3240, -1.9385], [-1.2457, 1.6099, -1.6335], [-0.2518, 2.1465, 0.5201], [-2.6605, -1.0213, 0.0696], [-1.3034, -0.6704, 1.3181], [1.0814, -1.2621, -0.3285], [2.5827, -1.0311, 0.7294], [1.9774, 1.2807, 1.1572]]
}


Record 2
{
  "formula": "C11H16BIrN7O2",
  "method": "the ωB97M-V functional and the def2-TZVPD basis",
  "spin_multiplicity": 5,
  "lumo_energy_ev": [-2.8, -6.1],
  "total_charge": 1,
  "orbital_gap_ev": [8.31, 5.27],
  "fmax_ev_per_a": 2.1,
  "e_tot_ev": -29698.67760,
  "symbols": ["Ir", "B", "N", "C", "C", "C", "N", "N", "C", "C", "C", "N", "H", "H", "H", "H", "H", "H", "H", "H", "N", "C", "C", "O", "O", "H", "H", "H", "H", "N", "C", "C", "C", "N", "H", "H", "H", "H"],
  "positions_angstrom": [[-0.0799, 0.1116, 0.1312], [2.6130, 2.5845, -0.0480], [2.9449, 1.0982, -0.0422], [4.2276, 0.6321, -0.0100], [4.2021, -0.7351, -0.0570], [2.8385, -1.0613, -0.1205], [2.1006, 0.0546, -0.1075], [1.1210, 2.9807, -0.0736], [0.7303, 4.2622, -0.0027], [-0.6450, 4.3337, -0.1244], [-1.0432, 3.0166, -0.2722], [0.0266, 2.1968, -0.2419], [3.1749, 3.0908, -1.0234], [3.1503, 3.1130, 0.9240], [5.0519, 1.3272, 0.0332], [5.0402, -1.4114, -0.0611], [2.3508, -2.0233, -0.2013], [1.4668, 5.0430, 0.1172], [-1.2630, 5.2162, -0.1165], [-2.0335, 2.6105, -0.4122], [-2.4234, -0.2859, -0.1021], [-2.6305, -1.7504, -0.0507], [-1.3875, -2.5016, -0.4762], [-1.4448, -3.6132, -0.9175], [-0.2121, -1.8663, -0.2453], [-2.9896, 0.2037, 0.5808], [-2.6816, 0.0787, -1.0128], [-3.4672, -2.0779, -0.6598], [-2.8255, -2.0311, 0.9842], [0.2849, -0.9998, 3.0234], [0.2441, -0.7738, 4.3456], [-0.1819, 0.5249, 4.5264], [-0.3876, 1.0199, 3.2358], [-0.1036, 0.0859, 2.3305], [0.5326, -1.8450, 2.5323], [0.5155, -1.5417, 5.0540], [-0.3237, 1.0422, 5.4611], [-0.7161, 1.9999, 2.9182]]
}


Record 3
{
  "formula": "C36H50BrCrN4O3",
  "method": "the ωB97M-V functional and the def2-TZVPD basis",
  "spin_multiplicity": 4,
  "lumo_energy_ev": [-6.4, -6.7],
  "total_charge": 2,
  "orbital_gap_ev": [6.76, 6.58],
  "fmax_ev_per_a": 0.8,
  "e_tot_ev": -148700.12023,
  "symbols": ["Cr", "C", "C", "C", "C", "C", "C", "C", "C", "N", "C", "C", "C", "C", "N", "C", "C", "C", "C", "C", "C", "C", "C", "H", "H", "H", "H", "H", "H", "H", "H", "H", "H", "H", "H", "H", "H", "H", "H", "H", "H", "H", "H", "H", "H", "H", "H", "C", "O", "C", "O", "N", "N", "H", "H", "H", "H", "H", "H", "C", "C", "C", "C", "C", "C", "C", "Br", "C", "O", "C", "C", "C", "C", "C", "C", "H", "H", "H", "H", "H", "H", "H", "H", "H", "H", "H", "H", "H", "H", "H", "H", "H", "H", "H", "H"],
  "positions_angstrom": [[0.7839, 0.5057, 0.8467], [-2.5039, 2.2326, 1.7352], [-1.5166, 3.3601, 1.8628], [-1.8936, 4.6768, 1.6507], [-0.9694, 5.7048, 1.7651], [0.3430, 5.4261, 2.1039], [0.7686, 4.1197, 2.3312], [2.2028, 3.8588, 2.7107], [-0.1820, 3.1092, 2.1997], [0.1688, 1.7196, 2.3802], [0.1584, 1.1866, 3.5436], [-0.1035, 1.9169, 4.8119], [0.3824, -0.2960, 3.5670], [0.3195, -1.0249, 4.8627], [0.5447, -0.8377, 2.4165], [0.4770, -2.2696, 2.2818], [-0.8002, -2.8342, 2.2957], [-2.0257, -1.9823, 2.4915], [-0.8984, -4.2115, 2.1551], [0.2346, -4.9969, 2.0244], [1.4913, -4.4128, 2.0433], [1.6372, -3.0365, 2.1721], [3.0138, -2.4265, 2.2366], [-3.4466, 2.5919, 1.3292], [-2.7170, 1.7740, 2.7039], [-2.1325, 1.4417, 1.0756], [-2.9209, 4.8980, 1.3931], [-1.2769, 6.7275, 1.5975], [1.0555, 6.2340, 2.2087], [2.6031, 4.7101, 3.2584], [2.8246, 3.7214, 1.8248], [2.3223, 2.9702, 3.3271], [-0.3816, 2.9506, 4.6280], [0.7940, 1.8969, 5.4355], [-0.8939, 1.4222, 5.3785], [0.9892, -0.5527, 5.5828], [0.5873, -2.0711, 4.7459], [-0.6874, -0.9647, 5.2822], [-2.0049, -1.0965, 1.8539], [-2.1130, -1.6518, 3.5296], [-2.9265, -2.5483, 2.2634], [-1.8782, -4.6712, 2.1560], [0.1392, -6.0690, 1.9243], [2.3755, -5.0336, 1.9767], [3.7491, -3.1856, 2.4949], [3.0824, -1.6259, 2.9737], [3.3174, -2.0154, 1.2728], [5.9624, 0.8812, 0.3620], [4.7995, 1.1474, 1.1818], [3.6208, 0.7524, 0.8143], [2.6406, 0.9855, 1.5378], [3.4349, 0.0798, -0.3446], [2.1235, -0.3686, -0.5646], [6.7956, 1.3153, 0.9022], [5.8603, 1.3703, -0.6062], [6.1132, -0.1932, 0.2603], [4.1762, -0.1633, -0.9824], [2.0681, -1.3881, -0.5519], [1.7776, -0.0468, -1.4672], [-0.5036, 1.3903, -6.3055], [-1.7549, 0.9059, -5.5591], [-2.7891, 2.0390, -5.5029], [-2.3581, -0.2678, -6.3308], [-1.3685, 0.5150, -4.1352], [-0.8023, 1.4584, -3.2885], [-0.4872, 1.0772, -2.0016], [0.3562, 2.3628, -0.8385], [-0.7194, -0.1818, -1.4516], [-0.4485, -0.4428, -0.1483], [-1.1963, -1.1689, -2.3346], [-1.5254, -0.7783, -3.6288], [-1.3352, -2.6219, -1.8747], [-0.0142, -3.0980, -1.2434], [-2.4948, -2.7154, -0.8754], [-1.6432, -3.5650, -3.0380], [-0.7653, 1.6676, -7.3266], [0.2520, 0.6042, -6.3512], [-0.0599, 2.2663, -5.8303], [-3.0729, 2.3313, -6.5139], [-2.3967, 2.9248, -5.0016], [-3.6893, 1.7191, -4.9765], [-2.6242, 0.0623, -7.3345], [-3.2674, -0.6399, -5.8562], [-1.6519, -1.0933, -6.4351], [-0.6001, 2.4673, -3.6213], [-1.9094, -1.5324, -4.2949], [0.2113, -2.5722, -0.3152], [0.8001, -2.9730, -1.9636], [-0.0721, -4.1625, -1.0080], [-2.3270, -2.0631, -0.0228], [-2.6051, -3.7403, -0.5161], [-3.4257, -2.4205, -1.3597], [-0.9074, -3.4910, -3.8401], [-2.6370, -3.3847, -3.4520], [-1.6333, -4.5913, -2.6695]]
}


Record 4
{
  "formula": "C16H10ClCrF6N3O11S2",
  "method": "the ωB97M-V functional and the def2-TZVPD basis",
  "spin_multiplicity": 4,
  "lumo_energy_ev": [1.7, 2.4],
  "total_charge": -1,
  "orbital_gap_ev": [6.45, 7.21],
  "fmax_ev_per_a": 3.7,
  "e_tot_ev": -122660.20370,
  "symbols": ["Cr", "O", "C", "C", "C", "C", "C", "C", "C", "O", "N", "N", "C", "C", "C", "C", "C", "C", "C", "O", "H", "H", "H", "H", "H", "H", "H", "H", "H", "H", "F", "C", "F", "F", "S", "O", "O", "N", "S", "O", "O", "C", "F", "F", "F", "O", "Cl", "O", "O", "O"],
  "positions_angstrom": [[-0.4615, -0.9543, 0.0070], [-0.9268, 4.2510, -1.7207], [-2.2381, 3.9203, -1.7480], [-3.2173, 4.8770, -2.1068], [-4.5397, 4.4503, -2.1754], [-4.9068, 3.1121, -2.1271], [-3.9649, 2.1391, -1.7215], [-2.6749, 2.6053, -1.4264], [-1.7512, 1.6550, -0.7880], [-2.0688, 0.4428, -0.6566], [-0.5939, 2.1036, -0.1941], [-0.1631, 1.1892, 0.6482], [0.8367, 1.4665, 1.4752], [1.1737, 0.6511, 2.6330], [2.1801, 1.0138, 3.5647], [2.3774, 0.2202, 4.7081], [1.8382, -1.0537, 4.7731], [1.0105, -1.4974, 3.7499], [0.4647, -0.6109, 2.7839], [-0.5432, -0.9779, 2.0288], [-0.5557, 3.5904, -1.1033], [-2.9928, 5.8778, -2.4614], [-5.3026, 5.1654, -2.3476], [-5.9581, 2.9398, -2.2655], [-4.2305, 1.1196, -1.4884], [1.4443, 2.3754, 1.3366], [2.8808, 1.8054, 3.3726], [2.9925, 0.6208, 5.4504], [2.0484, -1.6952, 5.6591], [0.7605, -2.5222, 3.7126], [5.0531, -0.6671, -1.8051], [3.7237, -0.6564, -2.0722], [3.3865, -1.4821, -3.0638], [3.3321, 0.5983, -2.4561], [2.7578, -0.9415, -0.4543], [1.3594, -0.5461, -0.7998], [3.3972, -0.0829, 0.4677], [2.9173, -2.4504, 0.0310], [1.7699, -3.5300, 0.3073], [0.4213, -2.8962, 0.3104], [2.1592, -4.4124, 1.3472], [1.8234, -4.6138, -1.2788], [0.7684, -5.4928, -1.1960], [2.9667, -5.3282, -1.2268], [1.7005, -3.8849, -2.3741], [-1.9892, -3.8220, -1.8266], [-2.1725, -2.4241, -1.4983], [-3.3361, -1.7977, -2.0258], [-0.8825, -1.7002, -2.0004], [-2.0741, -2.1499, 0.0420]]
}


Record 5
{
  "formula": "C4H11NO2",
  "method": "the ωB97M-V functional and the def2-TZVPD basis",
  "spin_multiplicity": 1,
  "lumo_energy_ev": [-0.9, -0.9],
  "orbital_gap_ev": [7.90, 7.90],
  "fmax_ev_per_a": 1.6,
  "e_tot_ev": -9907.80922,
  "symbols": ["C", "C", "C", "C", "N", "O", "O", "H", "H", "H", "H", "H", "H", "H", "H", "H", "H", "H"],
  "positions_angstrom": [[-0.4953, -0.2917, -0.3853], [0.7636, 1.2408, -0.0833], [-0.9766, -0.5833, 1.0272], [-1.5332, 0.3018, -1.3083], [1.8846, 0.8462, 0.5279], [0.2647, -1.1962, -0.9386], [2.0342, -1.2454, 0.6896], [1.1493, -1.3914, -0.2280], [2.9126, -1.1052, 0.3179], [1.7762, 0.8137, 1.5396], [0.8955, 1.5271, -1.1226], [0.0471, 1.8300, 0.4894], [-1.5133, 0.2645, 1.4528], [-0.1452, -0.8705, 1.6677], [-1.6624, -1.4335, 0.9720], [-1.0963, 0.5206, -2.2814], [-2.3302, -0.4335, -1.4471], [-1.9752, 1.2061, -0.8896]]
}


Record 6
{
  "formula": "C7H14N2",
  "method": "the ωB97M-V functional and the def2-TZVPD basis",
  "spin_multiplicity": 1,
  "lumo_energy_ev": 0.8,
  "smiles": "[H]/N=C\\C(=C)C.C=CNC",
  "orbital_gap_ev": 9.16,
  "fmax_ev_per_a": 1.5,
  "e_tot_ev": -10464.38364,
  "symbols": ["C", "C", "N", "C", "C", "H", "H", "H", "H", "H", "H", "H", "H", "H", "C", "C", "C", "N", "H", "H", "H", "H", "H"],
  "positions_angstrom": [[1.2351, 0.1871, 2.0940], [-0.6270, -0.5600, -1.9137], [1.8430, 0.0289, 0.7874], [-1.0960, -0.9730, -0.5513], [-0.5453, -1.9632, 0.1537], [2.7425, -0.4329, 0.8388], [1.4262, -0.7074, 2.6832], [1.6162, 1.0561, 2.6426], [0.1590, 0.2867, 1.9560], [-0.6376, 0.5279, -1.9890], [-1.2980, -0.9247, -2.6917], [0.3871, -0.9081, -2.0919], [-0.9603, -2.3044, 1.0883], [0.4068, -2.3813, -0.1296], [-2.4630, -0.4456, -0.1348], [1.8419, 1.1156, -0.0853], [1.0730, 2.1995, -0.0148], [-3.3014, 0.2196, -0.8014], [-2.9399, 0.6040, -1.6751], [-2.8447, -0.8828, 0.7882], [2.4936, 0.9631, -0.9363], [0.4076, 2.3873, 0.8085], [1.0813, 2.9078, -0.8257]]
}


Record 7
{
  "formula": "C21H56BF3N4O22P5S",
  "method": "the ωB97M-V functional and the def2-TZVPD basis",
  "spin_multiplicity": 1,
  "lumo_energy_ev": 1.9,
  "total_charge": -1,
  "orbital_gap_ev": 6.87,
  "fmax_ev_per_a": 3.1,
  "e_tot_ev": -139813.79713,
  "symbols": ["N", "C", "N", "N", "C", "B", "O", "C", "N", "C", "S", "C", "C", "F", "F", "F", "O", "H", "H", "H", "H", "H", "H", "H", "H", "H", "H", "H", "C", "O", "P", "O", "O", "C", "O", "C", "H", "H", "H", "H", "H", "H", "H", "H", "H", "C", "O", "P", "O", "O", "C", "O", "C", "H", "H", "H", "H", "H", "H", "H", "H", "H", "C", "O", "P", "O", "O", "C", "O", "C", "H", "H", "H", "H", "H", "H", "H", "H", "H", "C", "O", "P", "O", "O", "C", "O", "C", "H", "H", "H", "H", "H", "H", "H", "H", "H", "C", "O", "P", "O", "O", "C", "O", "C", "H", "H", "H", "H", "H", "H", "H", "H", "H"],
  "positions_angstrom": [[-4.3881, 2.3058, -2.0530], [-2.9156, 2.4165, -1.8098], [-2.5120, 3.8236, -1.9063], [-2.2677, 1.6905, -2.9151], [-2.6018, 1.7324, -0.4304], [-1.0962, 2.0027, 0.1428], [-1.1284, 2.1078, 1.6494], [0.0521, 1.6039, 2.1875], [-0.1294, 0.4612, 3.1645], [-1.2327, 0.5041, 3.6274], [-2.7930, 0.1963, 3.8455], [0.8421, 1.1959, 0.8558], [1.8772, 0.0355, 0.9535], [2.5340, -0.0794, -0.2286], [2.7435, 0.3317, 1.9672], [1.2196, -1.1204, 1.1817], [-0.1823, 0.8592, -0.0345], [-4.5923, 3.0907, -2.6743], [-4.8063, 2.5214, -1.1449], [-2.4752, 4.2863, -1.0031], [-1.6690, 3.9577, -2.4509], [-2.4090, 0.6910, -2.7757], [-1.2571, 1.8443, -2.8662], [-2.6601, 0.6263, -0.6092], [-3.3914, 1.9436, 0.3322], [-0.5572, 3.0545, -0.1745], [0.5703, 2.4331, 2.7244], [1.4380, 2.0746, 0.4928], [-3.5145, 4.0098, 3.9315], [-4.4500, 3.9302, 2.8577], [-4.5335, 5.1118, 1.8078], [-3.2810, 5.4520, 1.1246], [-5.2155, 6.3288, 2.6020], [-4.3844, 7.2158, 3.3414], [-5.7068, 4.6125, 0.8759], [-6.1024, 5.4795, -0.1893], [-3.0936, 3.0197, 4.0820], [-2.7036, 4.7091, 3.7188], [-4.0367, 4.3208, 4.8394], [-3.3749, 7.2604, 2.9292], [-4.3404, 6.8945, 4.3835], [-4.8229, 8.2125, 3.2991], [-5.3435, 5.4779, -0.9712], [-6.2560, 6.4976, 0.1744], [-7.0385, 5.1121, -0.6028], [5.4895, -4.4626, 5.1414], [6.2742, -3.5068, 5.8562], [5.6673, -2.0620, 6.1058], [4.3739, -2.0275, 6.7959], [5.6908, -1.3520, 4.6760], [4.5784, -1.5328, 3.7963], [6.8605, -1.3444, 6.8594], [6.6711, 0.0283, 7.1972], [5.6286, -5.4402, 5.5995], [4.4278, -4.2139, 5.1609], [5.8339, -4.5053, 4.1074], [3.6578, -1.7389, 4.3447], [4.7890, -2.3556, 3.1113], [4.4422, -0.6228, 3.2189], [5.9592, 0.1159, 8.0187], [6.3112, 0.5940, 6.3363], [7.6298, 0.4382, 7.5088], [3.7157, -8.7225, 3.6212], [3.7680, -7.3005, 3.5973], [2.8239, -6.5185, 2.5851], [1.3925, -6.8087, 2.7018], [3.4523, -6.7968, 1.1380], [3.0459, -7.9640, 0.4275], [3.2427, -5.0229, 2.8568], [2.6137, -4.0101, 2.0587], [3.7981, -9.0570, 4.6538], [2.7816, -9.1014, 3.2027], [4.5584, -9.1202, 3.0528], [2.0451, -8.2882, 0.7162], [3.7585, -8.7702, 0.6119], [3.0420, -7.7368, -0.6373], [1.5775, -3.8827, 2.3693], [2.6517, -4.2680, 0.9994], [3.1467, -3.0760, 2.2085], [3.2976, -6.2885, -6.6671], [3.2682, -6.5193, -5.2628], [4.0973, -5.5533, -4.3136], [3.7877, -4.1267, -4.4327], [5.6310, -5.9333, -4.5739], [6.3305, -5.2859, -5.6335], [3.8244, -6.1979, -2.8976], [4.4798, -5.5984, -1.7767], [2.3032, -6.4698, -7.0707], [3.5915, -5.2645, -6.9043], [3.9988, -6.9860, -7.1287], [5.9146, -4.3003, -5.8484], [6.2900, -5.9047, -6.5315], [7.3711, -5.1676, -5.3352], [4.0182, -4.6384, -1.5437], [5.5430, -5.4560, -1.9782], [4.3762, -6.2587, -0.9239], [-8.2475, 4.4310, -5.6270], [-6.8402, 4.6196, -5.7120], [-6.1921, 5.8731, -4.9870], [-6.4685, 5.9915, -3.5519], [-6.6475, 7.1361, -5.8632], [-7.8915, 7.7642, -5.5708], [-4.6741, 5.7144, -5.3802], [-3.7788, 6.7300, -4.9277], [-8.4498, 3.3677, -5.5126], [-8.6785, 4.9639, -4.7773], [-8.7110, 4.7815, -6.5512], [-8.1765, 7.6283, -4.5263], [-8.6695, 7.3568, -6.2188], [-7.7922, 8.8306, -5.7692], [-3.6174, 6.6327, -3.8539], [-4.1712, 7.7233, -5.1544], [-2.8304, 6.6023, -5.4446]]
}


Record 8
{
  "formula": "H22HfO12",
  "method": "the ωB97M-V functional and the def2-TZVPD basis",
  "spin_multiplicity": 1,
  "lumo_energy_ev": -8.3,
  "total_charge": 2,
  "orbital_gap_ev": 8.68,
  "fmax_ev_per_a": 3.9,
  "e_tot_ev": -26222.05097,
  "symbols": ["Hf", "O", "H", "O", "H", "O", "H", "H", "O", "H", "H", "O", "H", "H", "O", "H", "H", "O", "H", "H", "O", "H", "H", "O", "H", "H", "O", "H", "H", "O", "H", "H", "O", "H", "H"],
  "positions_angstrom": [[2.2369, -0.5291, 0.7564], [0.5441, -0.0468, -0.0613], [-0.2620, 0.5031, -0.0669], [2.7935, -1.8352, -0.5125], [2.6496, -1.7648, -1.4727], [-0.8349, 1.4970, -2.1617], [-1.2930, 0.8722, -2.7354], [-1.3388, 2.3095, -2.2883], [-1.2693, -1.1381, -1.6118], [-0.4946, -0.7124, -1.1492], [-0.8635, -1.6049, -2.3453], [1.0819, 2.9572, -0.6932], [0.3373, 2.3655, -0.8962], [1.2626, 3.5471, -1.4315], [1.7537, 1.0009, 2.1635], [2.4295, 1.3043, 2.7183], [1.0403, 1.6399, 2.4373], [-1.2393, -1.2572, 2.3723], [-1.4977, -0.8851, 3.2462], [-1.6131, -0.4420, 1.9185], [1.3837, -1.8921, 2.0649], [0.4161, -1.7762, 2.1699], [1.8697, -2.2458, 2.8437], [0.1427, -2.9686, -0.1844], [-0.5627, -2.4714, -0.5059], [0.6167, -3.2803, -0.9376], [-2.4354, 0.7882, 1.2264], [-2.7887, 0.6109, 0.3858], [-3.2343, 0.5845, 1.7669], [3.0673, 1.0548, -0.3926], [3.8996, 1.0757, -0.8087], [2.5445, 1.7697, -0.8252], [-3.5412, 0.5108, -1.3269], [-4.0893, 0.3320, -2.1148], [-2.7120, 0.1266, -1.5479]]
}


Which formula does entry 3 have?
C36H50BrCrN4O3